Formula: C30H60O30
Source: OMol25
Level of theory: the ωB97M-V functional and the def2-TZVPD basis

Calculated values
Spin multiplicity = 1
Relative energy (zero: lowest compared OMol25 entry of this formula, charge and spin) = 1.3254 eV
SMILES string = COC(=O)OC.COC(=O)OC.COC(=O)OC.COC(=O)OC.COC(=O)OC.COC(=O)OC.COC(=O)OC.COC(=O)OC.COC(=O)OC.COC(=O)OC

CARTESIAN COORDINATES (ANGSTROEM)
C -35.4386 -19.4238 -18.3535
O -35.1120 -18.9426 -19.6663
C -34.6685 -17.7103 -19.7814
O -34.4372 -16.9275 -18.8987
O -34.4736 -17.4872 -21.0663
C -33.8428 -16.3115 -21.5573
H -36.0615 -20.2984 -18.5258
H -36.0290 -18.7555 -17.7310
H -34.5097 -19.7294 -17.8837
H -34.2085 -16.1646 -22.5704
H -32.7572 -16.3860 -21.5383
H -34.1792 -15.4661 -20.9522
C -32.4735 -21.0897 -19.2800
O -33.6396 -21.9091 -19.3220
C -34.0266 -22.4755 -20.4547
O -33.4449 -22.4992 -21.4993
O -35.1369 -23.1555 -20.1657
C -35.6521 -24.0747 -21.1136
H -32.5448 -20.2588 -19.9755
H -31.5667 -21.6881 -19.2254
H -32.5241 -20.7936 -18.2276
H -36.6386 -24.4179 -20.8264
H -34.9169 -24.8725 -21.2305
H -35.7290 -23.6091 -22.0998
C -32.5679 -12.5813 -24.1256
O -31.3636 -13.2505 -23.7928
C -30.1641 -12.8325 -24.1650
O -29.1472 -13.3055 -23.7691
O -30.2352 -11.6061 -24.7515
C -29.0423 -11.0478 -25.2269
H -32.4841 -11.4976 -24.0521
H -33.3575 -12.9497 -23.4776
H -32.8170 -12.8259 -25.1619
H -28.5513 -11.6158 -26.0149
H -28.2998 -10.6910 -24.5045
H -29.3064 -10.0741 -25.6546
C -30.1646 -9.7028 -22.0549
O -31.5621 -9.9000 -21.9745
C -32.0405 -10.5669 -20.9561
O -31.4291 -10.9948 -20.0107
O -33.3650 -10.6654 -21.0737
C -34.0647 -11.2341 -19.9764
H -29.8702 -9.1066 -22.9086
H -29.5902 -10.6352 -22.0376
H -29.7927 -9.2605 -21.1252
H -33.8326 -10.6362 -19.0926
H -33.7662 -12.2563 -19.7489
H -35.1241 -11.1686 -20.2009
C -26.8949 -11.6107 -21.3491
O -26.5167 -10.2186 -21.4440
C -25.6815 -9.8728 -22.4098
O -25.4199 -10.5222 -23.3845
O -25.2180 -8.6621 -22.1586
C -24.3950 -7.9946 -23.1283
H -27.6346 -11.6015 -20.5624
H -25.9860 -12.1666 -21.1253
H -27.2959 -11.9237 -22.3133
H -24.4836 -6.9369 -22.9045
H -24.7568 -8.1360 -24.1474
H -23.4276 -8.4750 -22.9880
C -29.6046 -13.4418 -20.6664
O -29.2532 -14.6249 -19.9363
C -30.0458 -15.6711 -19.9084
O -30.9081 -15.9143 -20.7394
O -29.7689 -16.4353 -18.8816
C -30.5782 -17.5879 -18.5715
H -29.3014 -12.6508 -19.9845
H -30.6438 -13.2131 -20.8884
H -29.0090 -13.4784 -21.5744
H -31.2266 -17.9016 -19.3894
H -31.2411 -17.1692 -17.8171
H -30.0006 -18.4356 -18.2248
C -29.7963 -13.3887 -14.8861
O -30.6237 -13.1100 -15.9982
C -31.3771 -14.0950 -16.4575
O -31.3424 -15.2237 -16.0593
O -32.0104 -13.6537 -17.5317
C -32.8365 -14.5606 -18.2497
H -30.3700 -13.7562 -14.0365
H -29.2745 -12.4484 -14.7149
H -29.0240 -14.1108 -15.1683
H -32.2488 -14.8232 -19.1328
H -33.7781 -14.1842 -18.6466
H -33.0642 -15.4790 -17.7241
C -33.6043 -17.3635 -15.6832
O -33.8464 -18.7511 -15.4295
C -32.8337 -19.5767 -15.6321
O -31.8087 -19.3293 -16.2451
O -33.0838 -20.7282 -15.0416
C -32.0707 -21.7283 -15.0615
H -34.5246 -16.8598 -15.3961
H -33.4672 -17.1424 -16.7389
H -32.7335 -16.9913 -15.1513
H -32.0913 -22.3067 -15.9802
H -32.2504 -22.4455 -14.2557
H -31.1515 -21.2846 -14.6815
C -26.8827 -18.6718 -20.3574
O -27.6637 -19.1468 -21.4435
C -28.3846 -20.2473 -21.1761
O -28.5157 -20.7279 -20.0859
O -28.9430 -20.6666 -22.2936
C -29.9732 -21.6732 -22.2169
H -26.1373 -19.4182 -20.0813
H -27.4686 -18.3887 -19.4840
H -26.3496 -17.7886 -20.7006
H -30.9255 -21.1429 -22.2514
H -29.9338 -22.2747 -21.3128
H -29.8569 -22.1953 -23.1621
C -29.8794 -25.5603 -20.1770
O -30.1834 -24.2896 -19.5835
C -29.6488 -24.0057 -18.4047
O -28.9199 -24.7188 -17.7767
O -29.9578 -22.7264 -18.1624
C -29.2901 -21.9894 -17.1200
H -28.8054 -25.7215 -20.2652
H -30.4190 -25.5439 -21.1145
H -30.1991 -26.3394 -19.4836
H -29.9160 -21.1037 -17.0453
H -28.3702 -21.6447 -17.5980
H -29.0486 -22.5367 -16.2141

Mulliken atomic charge list, values in e, 2 entries: C -0.261; O -0.351

***

Formula: C30H60O30
Source: OMol25
Level of theory: the ωB97M-V functional and the def2-TZVPD basis

Calculated values
Spin multiplicity = 1
Relative energy (zero: lowest compared OMol25 entry of this formula, charge and spin) = 1.3585 eV
SMILES string = COC(=O)OC.COC(=O)OC.COC(=O)OC.COC(=O)OC.COC(=O)OC.COC(=O)OC.COC(=O)OC.COC(=O)OC.COC(=O)OC.COC(=O)OC

CARTESIAN COORDINATES (ANGSTROEM)
C -4.8543 0.4734 -0.0348
O -3.7092 1.2497 -0.3561
C -3.7440 2.5493 -0.0411
O -4.6822 3.1663 0.3833
O -2.5515 3.0808 -0.2915
C -2.3785 4.4883 -0.1561
H -5.7452 0.9565 -0.4341
H -4.9896 0.2071 1.0132
H -4.7224 -0.4680 -0.5653
H -3.3361 5.0004 -0.2490
H -1.8029 4.7926 -1.0292
H -1.9063 4.7062 0.7992
C -2.1796 -1.4228 -3.7219
O -2.1386 -0.0243 -3.8920
C -3.2328 0.7325 -3.7475
O -4.3464 0.3078 -3.6313
O -2.7771 1.9726 -3.8344
C -3.6989 3.0419 -3.6695
H -2.6841 -1.8372 -4.5997
H -2.7352 -1.7779 -2.8518
H -1.1497 -1.7637 -3.6685
H -4.4822 2.8727 -2.9322
H -4.1474 3.2215 -4.6486
H -3.0980 3.9049 -3.3905
C -0.6127 1.9425 6.2493
O -0.1420 2.4337 4.9896
C 0.1142 3.7216 4.8540
O 0.0486 4.4983 5.7827
O 0.2926 4.0351 3.5912
C 0.4986 5.3803 3.2301
H -0.7740 0.8941 6.0004
H -1.4789 2.4890 6.6067
H 0.2256 1.9199 6.9474
H -0.2174 6.0304 3.7413
H 0.2410 5.5366 2.1841
H 1.4987 5.7428 3.4601
C 5.1273 0.7561 -1.4781
O 3.6939 0.6881 -1.5002
C 3.0709 1.2920 -2.4970
O 3.3909 1.3671 -3.6554
O 1.9094 1.7102 -2.0002
C 0.8466 2.2970 -2.7326
H 5.4159 0.4750 -0.4672
H 5.5165 1.7593 -1.6485
H 5.4434 0.0297 -2.2277
H 0.3281 2.9928 -2.0788
H 0.0899 1.5603 -3.0132
H 1.2096 2.7217 -3.6678
C 4.8468 -3.8504 -1.8018
O 3.5401 -4.3964 -1.8291
C 3.4137 -5.6939 -1.5510
O 4.2823 -6.4171 -1.1281
O 2.1556 -6.0592 -1.6614
C 1.8098 -7.4290 -1.6299
H 4.7108 -2.9322 -2.3793
H 5.6556 -4.3753 -2.3095
H 5.1369 -3.5913 -0.7832
H 2.6301 -8.0335 -2.0271
H 0.9331 -7.6284 -2.2356
H 1.7122 -7.7422 -0.5898
C 2.5910 5.4371 -2.8665
O 2.3415 4.9357 -1.5631
C 3.3167 4.4432 -0.8366
O 4.4638 4.3688 -1.1824
O 2.8274 4.2106 0.3877
C 3.7421 3.8952 1.4091
H 2.5040 4.6394 -3.6037
H 3.5390 5.9529 -3.0002
H 1.8045 6.1465 -3.1189
H 4.4558 4.6842 1.6466
H 4.3006 2.9984 1.1239
H 3.2230 3.6127 2.3238
C -3.6910 2.7695 3.7342
O -3.9478 2.7724 5.1316
C -5.2511 2.7559 5.4445
O -6.1664 2.6771 4.6782
O -5.3371 2.8638 6.7609
C -6.5832 2.6362 7.3840
H -4.1475 3.5700 3.1518
H -3.9418 1.8437 3.2152
H -2.6230 2.8846 3.5447
H -6.9551 1.6276 7.2006
H -7.3160 3.3304 6.9657
H -6.5425 2.8142 8.4540
C -1.8511 -4.9878 -3.3411
O -1.4651 -6.3318 -3.0634
C -1.4785 -7.1376 -4.1135
O -1.8695 -6.8695 -5.2162
O -0.9212 -8.2948 -3.7632
C -0.7265 -9.3449 -4.7065
H -1.9860 -4.4199 -2.4240
H -2.8214 -4.9607 -3.8372
H -1.1539 -4.4482 -3.9803
H -0.5355 -10.2465 -4.1325
H 0.1222 -9.0762 -5.3328
H -1.6242 -9.5069 -5.3018
C -0.1948 1.7828 1.4343
O 0.0665 1.0782 0.2250
C -0.3070 -0.2133 0.2060
O -1.0065 -0.7501 0.9954
O 0.3952 -0.7860 -0.7972
C 0.4944 -2.1913 -0.8275
H 0.2862 1.4366 2.3485
H -1.2543 2.0219 1.4783
H 0.3637 2.7010 1.2267
H 1.5486 -2.4767 -0.9009
H 0.0515 -2.6856 -1.6927
H 0.1745 -2.7016 0.0827
C 2.8118 -0.5231 1.9778
O 3.7574 -1.5443 1.6676
C 3.5731 -2.7751 2.1007
O 2.5817 -3.1612 2.6656
O 4.6195 -3.4849 1.7219
C 4.6400 -4.8826 1.9349
H 2.3537 -0.6373 2.9566
H 2.1120 -0.6402 1.1458
H 3.3145 0.4302 1.8324
H 5.4960 -5.3712 1.4773
H 3.7420 -5.2090 1.4010
H 4.6121 -5.2179 2.9721

Mulliken atomic charge list, values in e, 2 entries: C -0.891; O 0.253

***

no.,HOMO energy (Eh)
1,-0.3780
2,-0.3843